Entry 1:
{
  "formula": "C3H5O3S2",
  "method": "wB97M-V/def2-TZVPD",
  "e_homo_ha": [-0.0537, -0.1897],
  "total_charge": -1,
  "multiplicity": 3,
  "largest_force_ev_per_a": 5.61,
  "lumo_ha": [0.1227, 0.0648],
  "s_squared": 2.01,
  "energy_ev": -31000.7228,
  "symbols": ["S", "S", "O", "O", "O", "C", "C", "C", "H", "H", "H", "H", "H"],
  "xyz": [[-0.5272, -2.2421, -0.0243], [-2.7796, 0.0609, 0.0455], [-3.3946, -1.3037, -0.1072], [-2.8060, 0.7753, -1.2046], [-3.2410, 0.8234, 1.2171], [0.5373, 0.3357, 0.7160], [-0.5007, -0.4984, 0.1348], [0.2664, 0.5344, -0.7614], [0.3202, 1.3286, 1.2482], [-0.1799, 1.3924, -1.0251], [-1.7923, -2.2158, -0.1468], [1.4980, -0.1423, 0.9276], [0.8595, 0.1333, -1.4289]],
  "forces_ev_per_angstrom": [[2.8, 0.5, 0.7], [-3.1, -0.7, 0.8], [-0.2, 0.5, 0.3], [-0.2, 1.3, -1.7], [-0.4, 0.2, 0.4], [0.9, 1.1, 0.3], [4.4, 0.3, -0.9], [-2.6, -2.2, 4.5], [0.1, -1.8, -0.2], [-1.8, 2.9, -0.9], [-2.6, -0.4, -0.5], [-0.1, 0.3, 0.5], [3.0, -2.1, -3.3]],
  "nbo_charge": [-0.04, 2.06, -1.02, -0.99, -0.97, -0.49, -0.13, -0.42, 0.22, 0.21, 0.19, 0.19, 0.18]
}

=====

Entry 2:
{
  "formula": "C7H18ClI2OP2V",
  "method": "wB97M-V/def2-TZVPD",
  "e_homo_ha": [-0.6127, -0.6114],
  "total_charge": 2,
  "multiplicity": 3,
  "largest_force_ev_per_a": 3.71,
  "lumo_ha": [-0.3761, -0.3810],
  "s_squared": 2.06,
  "energy_ev": -82571.5780,
  "symbols": ["I", "I", "V", "Cl", "P", "P", "O", "C", "C", "C", "C", "C", "C", "C", "H", "H", "H", "H", "H", "H", "H", "H", "H", "H", "H", "H", "H", "H", "H", "H", "H", "H"],
  "xyz": [[-1.2494, -2.1673, -0.4112], [-0.8763, 1.8885, 1.4423], [0.6896, 0.0851, -0.3369], [2.5404, 0.3395, -1.2297], [1.3372, -0.9452, 1.7779], [-0.7795, 1.0024, -2.0570], [-2.7637, -0.3631, 1.3411], [0.2246, -1.4806, 3.1375], [-0.2141, 2.6980, -2.3620], [-2.6094, 1.1254, -2.0004], [2.5080, 0.1963, 2.5651], [-1.7082, -0.2267, 0.8275], [-0.4301, 0.0511, -3.5747], [2.2797, -2.4443, 1.3389], [-0.6392, 3.3583, -1.6365], [-0.3117, -0.6260, 3.4993], [3.1322, -0.4167, 3.2524], [0.6365, -0.1492, -3.5909], [-3.0183, 0.1403, -1.9014], [-0.7118, 0.7093, -4.4196], [0.8747, 2.6981, -2.3050], [1.9753, 0.9533, 3.0965], [-0.4500, -2.2205, 2.7583], [-2.9474, 1.5835, -2.9347], [3.1276, 0.6260, 1.7797], [-0.9967, -0.8465, -3.5699], [2.8736, -2.2050, 0.4625], [2.9354, -2.6588, 2.2038], [-2.8896, 1.7390, -1.1663], [1.6057, -3.2435, 1.1482], [-0.5435, 2.9626, -3.3907], [0.8430, -1.9031, 3.9326]],
  "forces_ev_per_angstrom": [[0.6, 0.9, 0.2], [0.4, -0.9, -0.7], [-1.4, -0.2, 0.7], [0.9, 0.1, -0.4], [0.2, -0.6, 1.0], [-0.8, 0.3, -0.8], [2.5, 0.3, -1.2], [0.9, 0.3, -0.7], [0.2, -0.7, -1.1], [1.1, 0.1, -0.3], [0.6, -1.2, -0.3], [-3.3, -0.4, 1.6], [0.4, 1.6, 0.2], [0.6, 1.3, 0.7], [-0.2, 0.5, 0.4], [-0.4, 0.4, 0.4], [-0.3, 0.6, -0.3], [0.1, -0.2, -0.3], [-0.4, -0.5, 0.0], [0.1, -0.5, 0.2], [0.0, 0.3, -0.1], [-0.2, 0.6, 0.4], [-0.5, -0.5, 0.0], [0.0, -0.1, 0.1], [0.2, 0.1, 0.2], [-0.5, -0.8, -0.1], [0.2, -0.3, -0.1], [-0.3, -0.1, -0.5], [-0.3, 0.3, 0.4], [-0.4, -0.8, -0.2], [0.2, 0.1, 0.7], [-0.1, 0.0, -0.1]],
  "nbo_charge": [0.38, 0.37, 0.51, -0.17, 0.95, 0.95, -0.47, -0.92, -0.94, -0.92, -0.93, 0.28, -0.92, -0.92, 0.26, 0.25, 0.28, 0.26, 0.25, 0.27, 0.26, 0.26, 0.25, 0.28, 0.26, 0.26, 0.26, 0.27, 0.25, 0.26, 0.28, 0.28]
}

=====

Entry 3:
{
  "formula": "C14H31KO19",
  "method": "wB97M-V/def2-TZVPD",
  "e_homo_ha": 0.2305,
  "total_charge": -6,
  "largest_force_ev_per_a": 5.26,
  "lumo_ha": 0.2855,
  "energy_ev": -70232.5295,
  "symbols": ["K", "O", "O", "O", "O", "O", "O", "O", "O", "O", "O", "O", "O", "O", "O", "O", "O", "O", "O", "O", "C", "C", "C", "C", "C", "C", "C", "C", "C", "C", "C", "C", "C", "C", "H", "H", "H", "H", "H", "H", "H", "H", "H", "H", "H", "H", "H", "H", "H", "H", "H", "H", "H", "H", "H", "H", "H", "H", "H", "H", "H", "H", "H", "H", "H"],
  "xyz": [[-3.1650, -2.3280, -3.3115], [0.4555, -4.0296, -3.2189], [3.4102, 4.1186, 2.5021], [-1.8986, -2.7217, 1.1727], [-3.2550, 3.4759, 3.4708], [3.8024, -2.1597, 4.6487], [3.2389, 2.2068, 1.3968], [-3.2394, 1.3280, 4.1405], [1.9982, -6.4220, -0.8966], [1.5019, 5.2234, -1.4442], [1.5345, 1.5137, -4.4261], [-1.0475, -1.4422, -1.4420], [-1.1221, -0.4452, -4.1830], [-0.6492, 5.1637, -1.7990], [-3.5293, 2.2402, -3.6471], [2.0033, -3.2429, 5.2217], [3.2908, 0.9121, -1.2166], [1.0686, -0.9171, -2.0269], [0.7997, -6.6507, 0.8134], [-4.7432, 0.4652, -3.1864], [2.5824, -2.4582, 4.4640], [1.2464, 3.2066, 2.4382], [1.4872, -5.9193, 0.0951], [0.1199, -0.9911, -1.2138], [1.8070, -1.8517, 3.3507], [0.4954, 3.1221, -1.1326], [0.3499, -0.4171, 0.1758], [-3.9500, 1.3421, -2.8774], [0.4382, 4.5928, -1.4726], [-3.0281, 1.8192, 1.7932], [2.7444, 3.1248, 2.0968], [-3.2064, 2.2491, 3.2531], [1.7587, -4.5140, 0.5941], [-3.7142, 1.4239, -1.4016], [0.6112, 3.6781, 1.6883], [2.2209, -4.7079, 1.5621], [2.4524, -3.9342, -0.0148], [-0.5646, -0.1045, 0.6799], [1.0682, 0.4006, 0.2345], [-2.9388, 0.7541, -1.0298], [-0.4666, -4.2857, -3.2005], [2.2217, 1.9413, -3.9151], [-3.3939, 2.4465, -1.2021], [-1.7687, -3.6534, 0.9956], [-0.3832, -0.7158, -4.7281], [1.3395, 0.7113, -3.9421], [-1.6316, -2.2843, 0.3642], [1.5050, -2.5801, 2.5982], [-3.6063, 2.4411, 1.1098], [-0.1590, 3.0156, -0.2675], [0.8217, 2.2080, 2.5409], [0.0742, 2.5461, -1.9566], [0.5351, -3.3696, -2.5303], [-4.5178, 1.2701, -0.6814], [2.2018, -0.9268, 2.9303], [0.8881, -1.5386, 3.8465], [0.8138, -3.9796, 0.6923], [2.4461, 0.4914, -1.0562], [-3.1755, 0.7514, 1.6317], [3.3315, 1.6211, -0.5748], [1.4909, 2.8022, -0.8246], [0.7796, -1.2034, 0.7965], [-2.0172, 2.0083, 1.4321], [-0.8082, -0.5486, -3.2847], [1.0443, 3.7275, 3.3741]],
  "forces_ev_per_angstrom": [[0.6, 1.5, 0.6], [-0.1, -0.4, -0.8], [0.2, 0.2, 0.6], [-0.6, -0.4, 0.4], [-0.4, 0.6, 0.1], [0.2, 0.5, -0.6], [-0.9, -0.3, 0.1], [-0.3, 0.7, -0.8], [2.1, 0.3, -3.3], [2.0, 0.5, 0.1], [0.1, 0.0, -0.9], [-0.5, -1.0, -0.7], [-0.9, -0.4, -1.1], [-0.4, -1.0, 0.3], [0.1, -0.6, 0.5], [-1.7, -1.4, 0.9], [0.6, -0.1, -0.9], [-0.6, -0.5, -0.4], [-2.3, -0.5, 2.5], [-2.4, -4.3, -1.8], [2.7, 0.0, 0.8], [-0.5, -1.0, 0.2], [0.0, -0.8, 0.4], [0.5, 1.4, 0.8], [-1.2, 0.9, -0.1], [-0.6, 0.0, 0.4], [0.1, -0.2, 0.5], [0.5, 3.2, 0.1], [-0.8, 1.5, -0.9], [0.3, 0.0, -0.3], [0.7, 1.3, -0.6], [0.4, -1.1, 1.0], [0.3, -0.2, -0.3], [1.4, 1.3, 1.4], [0.5, 0.2, -0.3], [-0.2, 0.5, 0.2], [-0.1, -0.1, -0.1], [-0.1, 0.0, -0.2], [-0.1, 0.0, -0.3], [0.3, 0.0, -0.3], [0.0, -0.1, 0.3], [0.1, 0.1, 0.5], [0.5, -0.1, 0.2], [0.3, -0.2, 0.1], [0.3, 0.0, 0.1], [-0.1, -0.2, 0.6], [0.3, 0.6, -0.7], [0.2, 0.1, 0.0], [-0.4, -0.2, 0.2], [-0.2, -0.4, 0.0], [0.0, -0.2, 0.0], [0.1, -0.2, 0.0], [0.2, 0.7, 0.4], [-0.7, -0.4, -0.7], [0.5, -0.4, -0.2], [-0.4, 0.0, -0.2], [0.1, 0.1, 0.3], [-0.2, -0.3, -0.2], [-0.3, 0.0, 0.1], [0.0, 0.4, 0.9], [-0.1, 0.1, -0.3], [0.0, -0.2, 0.1], [0.3, 0.1, 0.4], [0.4, -0.1, 0.9], [0.3, 0.1, 0.0]],
  "lowdin_charge": [0.83, -0.05, -0.16, -0.06, -0.14, -0.17, -0.10, -0.17, -0.12, -0.13, -0.07, -0.16, -0.10, -0.16, -0.08, -0.14, -0.09, -0.03, -0.14, -0.15, -0.85, -0.04, -0.88, -0.70, -0.04, -0.03, 0.02, -0.85, -0.82, -0.06, -0.76, -0.80, -0.03, -0.05, 0.05, 0.07, 0.07, 0.08, 0.06, 0.07, 0.00, 0.03, 0.08, 0.01, 0.03, -0.01, -0.02, 0.04, 0.05, 0.05, 0.06, 0.07, 0.01, 0.06, 0.07, 0.08, 0.05, -0.03, 0.06, -0.02, 0.05, 0.07, 0.06, -0.02, 0.05]
}

=====

Entry 4:
{
  "formula": "C14H16O",
  "method": "wB97M-V/def2-TZVPD",
  "e_homo_ha": -0.3164,
  "largest_force_ev_per_a": 5.35,
  "lumo_ha": 0.0264,
  "smiles": "Cc1ccc(O)cc1.Cc1ccccc1",
  "energy_ev": -16822.5093,
  "symbols": ["O", "C", "C", "C", "C", "C", "C", "C", "C", "C", "C", "C", "C", "C", "C", "H", "H", "H", "H", "H", "H", "H", "H", "H", "H", "H", "H", "H", "H", "H", "H"],
  "xyz": [[-0.1095, 2.4867, 1.1501], [-0.6878, -1.4673, 0.7540], [0.2071, 1.4235, -2.1804], [-0.9875, -2.7967, 0.8921], [-1.5593, -0.9890, 2.8963], [2.3927, 2.0991, -1.6102], [-1.8325, -3.1818, 1.9107], [-0.3373, 1.8140, -1.0320], [2.2009, 0.9622, -3.7137], [1.8212, 2.4977, -0.3996], [1.5590, 1.5758, -2.4870], [0.5274, 2.3090, -0.0690], [-2.0142, -2.3376, 2.9855], [-0.5997, -3.7351, -0.2040], [-1.0591, -0.4847, 1.7042], [0.5143, -3.7796, 0.0037], [3.3505, 1.0036, -3.3380], [2.4669, 2.9405, 0.2906], [2.0361, 1.5860, -4.6630], [-2.1985, -4.1421, 1.9163], [-1.4177, 1.7155, -0.6074], [-2.7056, -2.7069, 3.7694], [-0.2510, -0.9866, -0.1118], [3.4659, 2.0921, -1.7658], [0.4993, 2.9277, 1.8298], [-1.0226, 0.6353, 1.4552], [-0.3574, 1.0705, -2.9461], [2.0511, -0.0979, -3.8717], [-0.7825, -3.2515, -1.2325], [-1.5294, -0.2907, 3.5790], [-1.0287, -4.7428, -0.1889]],
  "forces_ev_per_angstrom": [[2.1, 1.7, 1.2], [-0.2, 2.8, 0.2], [1.1, 0.6, -0.9], [-1.2, -0.1, -1.3], [-0.3, -3.2, -3.4], [0.3, 1.0, 2.5], [1.5, 1.7, 0.8], [-2.5, 0.1, 2.9], [2.7, 1.4, 0.2], [1.3, 0.5, 0.5], [-0.7, -2.2, -2.5], [-1.5, -0.1, 0.4], [-0.8, 1.1, 0.3], [1.6, 0.8, -1.0], [0.1, -0.9, -0.9], [-1.0, -0.6, -1.0], [-2.3, -0.1, -1.9], [1.0, 0.6, 1.3], [0.4, -1.1, 1.3], [-0.9, -2.1, 0.1], [1.8, 0.0, -1.6], [0.9, 0.6, -0.1], [0.3, -0.8, -0.5], [-0.1, 0.4, 0.1], [-1.2, -1.0, -1.5], [0.4, -2.1, 0.8], [-1.9, -1.3, -2.0], [-0.6, -0.1, -0.1], [0.4, -0.8, 1.5], [-0.9, 3.0, 4.3], [0.0, 0.3, 0.2]],
  "nbo_charge": [-0.69, -0.24, -0.19, -0.02, -0.23, -0.18, -0.22, -0.24, -0.61, -0.29, -0.06, 0.29, -0.20, -0.63, -0.20, 0.22, 0.20, 0.20, 0.22, 0.20, 0.24, 0.21, 0.21, 0.21, 0.49, 0.24, 0.21, 0.22, 0.22, 0.20, 0.22]
}

=====

> What is the formula in the second record?

C7H18ClI2OP2V